Record 1
A single C4H9N molecule at a distorted geometry. Source: the Open Molecules 2025 dataset; level of theory: wB97M-V/def2-TZVPD.

```
14
Properties=species:S:1:pos:R:3:lowdin_charge:R:1
C -1.363 -0.626 -1.266 -0.151
C -0.046 -0.048 -0.934 -0.206
C 0.370 0.195 0.298 -0.413
C 1.753 0.307 0.774 -0.064
N -0.770 0.149 1.203 0.054
H -2.202 0.189 -1.352 0.100
H -1.201 -1.225 -2.245 0.090
H -1.575 -1.410 -0.490 0.077
H 0.611 0.063 -1.816 0.105
H 1.857 0.814 1.761 0.079
H 2.218 1.088 0.160 0.083
H 2.314 -0.661 0.829 0.097
H -1.512 0.866 0.969 0.116
H -0.454 0.300 2.110 0.034
```

Summary:
Gap between HOMO and LUMO ... 9.06 eV
Charge ... 0
SMILES ... C/C=C(/C)N
LUMO ... 1.0 eV

---

Record 2
C36H90AgF2N7O16S2 as an isolated structure at a distorted geometry. Source: the Open Molecules 2025 dataset; level of theory: wB97M-V/def2-TZVPD.

```
154
Properties=species:S:1:pos:R:3:lowdin_charge:R:1
Ag 7.472 -27.463 16.823 0.881
N 7.420 -27.751 20.725 -0.278
S 8.421 -27.693 21.871 0.383
O 8.739 -28.955 22.482 -0.308
O 8.406 -26.449 22.672 -0.326
F 9.724 -27.379 20.953 -0.246
S 6.144 -28.111 21.851 0.583
O 5.582 -26.947 22.510 -0.280
O 6.011 -29.444 22.428 -0.277
F 5.048 -28.162 20.654 -0.245
C 4.795 -37.802 22.623 -0.109
O 4.431 -39.125 22.966 -0.179
C 5.423 -39.805 23.677 -0.237
C 4.972 -41.244 23.894 -0.238
N 6.048 -42.007 24.384 -0.091
C 5.737 -43.408 24.456 -0.202
C 7.037 -44.171 24.835 -0.210
O 8.079 -44.009 23.877 -0.193
C 9.344 -44.387 24.407 -0.118
H 4.059 -37.404 21.924 0.088
H 5.755 -37.841 22.110 0.081
H 4.910 -37.137 23.479 0.085
H 5.468 -39.354 24.668 0.123
H 6.451 -39.741 23.323 0.122
H 4.723 -41.732 22.952 0.118
H 4.077 -41.292 24.515 0.130
H 6.767 -41.866 23.689 0.108
H 5.361 -43.774 23.501 0.114
H 4.953 -43.616 25.185 0.124
H 6.838 -45.236 24.721 0.118
H 7.339 -43.907 25.849 0.119
H 10.150 -44.152 23.713 0.085
H 9.421 -45.463 24.564 0.080
H 9.592 -43.989 25.391 0.082
C 14.312 -29.599 21.726 -0.059
O 14.460 -28.739 22.879 -0.177
C 13.907 -29.337 24.015 -0.217
C 13.615 -28.184 25.016 -0.098
N 12.656 -28.524 26.037 0.193
C 12.090 -27.344 26.715 -0.106
C 11.204 -27.783 27.925 -0.147
O 10.034 -28.408 27.397 -0.172
C 8.913 -27.660 27.125 -0.102
H 15.011 -29.225 20.977 0.096
H 13.257 -29.523 21.465 0.097
H 14.624 -30.635 21.858 0.092
H 14.594 -30.068 24.441 0.132
H 13.027 -29.937 23.780 0.125
H 13.207 -27.316 24.498 0.162
H 14.539 -27.798 25.445 0.155
H 11.904 -29.066 25.634 0.168
H 11.562 -26.651 26.061 0.157
H 12.969 -26.827 27.100 0.136
H 11.070 -26.944 28.607 0.138
H 11.832 -28.513 28.436 0.128
H 8.505 -27.211 28.031 0.098
H 8.189 -28.366 26.717 0.109
H 9.028 -26.860 26.395 0.094
C -4.070 -33.579 22.070 -0.109
O -3.619 -33.708 20.709 -0.206
C -2.288 -33.152 20.575 -0.200
C -1.830 -33.182 19.088 -0.194
N -2.418 -32.030 18.384 -0.060
C -1.929 -31.907 16.988 -0.210
C -2.341 -30.630 16.214 -0.191
O -1.360 -29.566 16.301 -0.217
C -1.177 -28.972 17.598 -0.103
H -4.039 -32.546 22.419 0.080
H -3.472 -34.233 22.704 0.084
H -5.132 -33.790 22.194 0.083
H -1.640 -33.685 21.271 0.114
H -2.359 -32.097 20.840 0.112
H -2.220 -34.056 18.568 0.112
H -0.749 -33.317 19.035 0.115
H -3.403 -32.238 18.311 0.109
H -2.131 -32.780 16.367 0.108
H -0.845 -31.804 16.942 0.113
H -3.266 -30.242 16.640 0.110
H -2.572 -30.790 15.161 0.117
H -0.420 -28.188 17.595 0.079
H -0.841 -29.738 18.296 0.071
H -2.092 -28.531 17.996 0.084
C 1.747 -23.817 28.376 -0.092
O 1.398 -23.131 29.570 -0.210
C 0.356 -23.743 30.318 -0.219
C 0.398 -23.218 31.747 -0.211
N 0.099 -21.796 31.737 -0.070
C 0.462 -21.061 32.961 -0.208
C 0.437 -19.553 32.645 -0.161
O 1.453 -19.286 31.601 -0.201
C 2.676 -19.024 32.231 -0.139
H 1.989 -24.833 28.689 0.080
H 2.640 -23.398 27.911 0.087
H 0.856 -23.784 27.750 0.089
H 0.495 -24.824 30.334 0.114
H -0.615 -23.513 29.880 0.124
H 1.372 -23.363 32.213 0.111
H -0.341 -23.608 32.447 0.120
H 0.622 -21.348 30.998 0.091
H 1.459 -21.361 33.281 0.100
H -0.160 -21.276 33.829 0.116
H 0.707 -19.026 33.560 0.105
H -0.519 -19.220 32.242 0.122
H 3.284 -18.451 31.531 0.089
H 3.102 -19.989 32.504 0.082
H 2.611 -18.436 33.147 0.081
C 12.136 -21.159 21.468 -0.139
O 11.303 -20.109 21.870 -0.200
C 10.061 -20.015 21.136 -0.178
C 9.075 -18.900 21.662 -0.198
N 8.027 -19.362 22.547 -0.075
C 8.532 -19.992 23.776 -0.188
C 7.309 -20.550 24.556 -0.233
O 6.627 -19.446 25.050 -0.202
C 5.676 -19.487 26.108 -0.089
H 13.137 -20.731 21.532 0.083
H 12.070 -21.435 20.415 0.083
H 12.132 -22.039 22.111 0.081
H 9.619 -20.996 21.313 0.111
H 10.155 -19.878 20.059 0.110
H 8.626 -18.451 20.777 0.106
H 9.581 -18.070 22.155 0.113
H 7.439 -18.590 22.826 0.107
H 9.139 -19.286 24.343 0.121
H 9.130 -20.895 23.653 0.109
H 7.601 -21.272 25.318 0.112
H 6.656 -21.109 23.886 0.121
H 4.733 -19.974 25.861 0.080
H 5.451 -18.491 26.490 0.087
H 6.069 -20.083 26.931 0.078
C 5.851 -30.701 17.002 -0.082
O 5.509 -29.428 16.490 -0.230
C 4.817 -29.523 15.279 -0.252
C 4.464 -28.233 14.573 -0.175
N 5.666 -27.405 14.373 -0.082
C 5.364 -26.046 14.038 -0.212
C 4.702 -25.276 15.182 -0.228
O 5.311 -25.547 16.406 -0.226
C 5.300 -24.532 17.406 -0.086
H 6.687 -31.103 16.429 0.089
H 4.970 -31.311 16.802 0.093
H 6.141 -30.670 18.053 0.099
H 3.907 -30.122 15.317 0.131
H 5.463 -30.126 14.640 0.121
H 3.646 -27.835 15.174 0.131
H 4.044 -28.440 13.589 0.132
H 6.039 -27.763 13.505 0.115
H 4.712 -26.030 13.165 0.128
H 6.329 -25.571 13.862 0.123
H 3.621 -25.415 15.192 0.126
H 4.887 -24.214 15.021 0.124
H 5.972 -23.692 17.229 0.085
H 5.736 -24.915 18.328 0.089
H 4.360 -24.012 17.589 0.097
```

Summary:
Gap between HOMO and LUMO (spin up / spin down) ... 5.28 / 1.99 eV
Charge ... +1
2S+1 ... 2
LUMO (spin up / spin down) ... -4.1 / -7.4 eV

---

Record 3
C16H15N3O3Rh as an isolated structure at a distorted geometry. Source: the Open Molecules 2025 dataset; level of theory: wB97M-V/def2-TZVPD.

```
38
Properties=species:S:1:pos:R:3:lowdin_charge:R:1
Rh -2.009 -0.565 -0.103 1.178
C 2.282 -1.671 -0.966 0.001
C 0.801 -1.633 -0.840 -0.211
N 0.138 -0.458 -0.821 -0.034
N 0.626 0.731 -0.902 0.147
C -0.303 1.690 -0.698 -0.365
O -1.519 1.361 -0.473 -0.110
C 0.107 3.083 -0.706 -0.148
C -0.866 4.086 -0.559 -0.003
C -0.482 5.410 -0.502 -0.055
C 0.863 5.752 -0.590 -0.046
C 1.829 4.766 -0.760 -0.057
C 1.460 3.439 -0.822 -0.013
C -0.052 -2.753 -0.717 -0.204
C 0.393 -4.098 -0.714 0.019
C -0.515 -5.121 -0.626 -0.032
C -1.887 -4.825 -0.537 -0.021
C -2.277 -3.502 -0.521 -0.112
N -1.409 -2.492 -0.598 -0.044
H 2.658 -0.651 -1.016 0.077
H 2.579 -2.199 -1.872 0.102
H 2.748 -2.181 -0.123 0.100
H -1.910 3.812 -0.490 0.119
H -1.231 6.180 -0.393 0.113
H 1.157 6.786 -0.514 0.112
H 2.868 5.041 -0.844 0.111
H 2.195 2.662 -0.937 0.107
H 1.448 -4.295 -0.799 0.121
H -0.195 -6.151 -0.639 0.120
H -2.630 -5.605 -0.492 0.118
H -3.330 -3.239 -0.447 0.123
C 0.129 -0.366 3.397 0.000
O -0.319 -0.440 2.026 -0.079
C -1.589 -0.656 1.831 -0.553
O -2.478 -0.861 2.602 0.110
H 1.212 -0.278 3.364 0.100
H -0.178 -1.267 3.930 0.104
H -0.310 0.512 3.871 0.107
```

Summary:
Gap between HOMO and LUMO (spin up / spin down) ... 5.70 / 6.19 eV
Charge ... +1
2S+1 ... 5
LUMO (spin up / spin down) ... -4.0 / -6.1 eV

---

Record 4
An isolated ion of composition C3H9N2O and charge +1 at a distorted geometry. Source: the Open Molecules 2025 dataset; level of theory: wB97M-V/def2-TZVPD.

```
15
Properties=species:S:1:pos:R:3:lowdin_charge:R:1
C -1.235 -0.913 0.239 -0.165
C 0.224 -0.276 0.086 -0.386
C 0.717 0.991 0.692 -0.048
N 1.338 -1.044 -0.256 0.190
N 0.333 1.314 -0.664 0.207
O -2.345 -0.097 -0.142 -0.044
H -1.081 -1.725 -0.401 0.088
H -1.357 -1.285 1.317 0.154
H 1.774 0.887 0.846 0.121
H 0.124 1.547 1.493 0.180
H 1.344 -1.819 -0.956 0.159
H 2.261 -0.864 0.221 0.149
H -2.541 -0.157 -1.079 0.095
H 1.067 1.282 -1.368 0.158
H -0.607 1.639 -0.797 0.143
```

Summary:
Gap between HOMO and LUMO (spin up / spin down) ... 6.53 / 6.85 eV
Charge ... +1
2S+1 ... 3
LUMO (spin up / spin down) ... -3.2 / -7.9 eV

---

Record 5
C3H4N3 as an isolated structure at a distorted geometry. Source: the Open Molecules 2025 dataset; level of theory: wB97M-V/def2-TZVPD.

```
10
Properties=species:S:1:pos:R:3:lowdin_charge:R:1
C -0.603 -0.733 2.850 -0.096
C 0.132 -0.184 0.895 0.055
C -0.376 0.496 -0.234 0.010
N -1.273 0.021 2.237 0.254
N 0.590 -1.300 2.823 0.109
N 0.936 -0.894 1.648 0.048
H -1.534 0.455 -0.233 0.170
H 0.133 0.110 -1.118 0.132
H -0.283 1.538 -0.018 0.107
H 1.879 -1.100 1.344 0.211
```

Summary:
Gap between HOMO and LUMO ... 7.55 eV
Charge ... +1
LUMO ... -7.7 eV

---

Record 6
A single C2H8N4S molecule at a distorted geometry. Source: the Open Molecules 2025 dataset; level of theory: wB97M-V/def2-TZVPD.

```
15
Properties=species:S:1:pos:R:3:lowdin_charge:R:1
C -0.284 -0.072 -1.863 -0.155
N -0.452 -0.010 -0.439 -0.055
C 0.521 -0.189 0.534 -0.538
N 1.435 -1.079 0.633 -0.331
S 1.465 -2.457 -0.400 0.658
N 0.586 0.909 1.422 -0.065
N -0.558 1.516 1.890 -0.034
H -0.768 -1.079 -2.331 0.110
H -0.757 0.878 -2.393 0.109
H 0.814 0.065 -2.058 0.080
H -1.120 0.659 -0.144 0.077
H 0.204 -2.935 -0.533 -0.159
H 1.105 0.583 2.200 0.101
H -0.829 2.335 1.334 0.086
H -1.362 0.879 2.148 0.116
```

Summary:
Gap between HOMO and LUMO ... 8.68 eV
Charge ... 0
SMILES ... CN/C(=N\S)NN
LUMO ... 0.7 eV

---

Record 7
C22H43Cl3HfNOP as an isolated structure at a distorted geometry. Source: the Open Molecules 2025 dataset; level of theory: wB97M-V/def2-TZVPD.

```
72
Properties=species:S:1:pos:R:3:lowdin_charge:R:1
C -0.821 0.654 -3.849 -0.343
C -0.974 -0.745 -4.064 -0.362
C 0.315 -1.330 -4.054 -0.345
C -2.246 -1.487 -4.401 -0.082
C 1.261 -0.305 -3.791 -0.316
C 0.568 0.913 -3.677 -0.322
C 1.201 2.290 -3.493 -0.055
C -1.942 1.678 -3.831 -0.065
C 0.629 -2.778 -4.353 -0.093
C 2.765 -0.507 -3.836 -0.050
Hf -0.334 -0.422 -1.596 0.867
Cl -3.700 -4.031 -1.410 -0.861
Cl -2.521 -0.717 -1.357 0.178
Cl 0.327 -2.631 -1.168 0.047
H -3.115 -0.896 -4.101 0.047
H -2.288 -2.448 -3.870 0.049
H -2.268 -1.661 -5.488 0.075
H -0.157 -3.430 -3.955 0.063
H 1.587 -3.060 -3.899 0.049
H 0.696 -2.921 -5.445 0.073
H 3.042 -1.432 -3.312 0.066
H 3.266 0.344 -3.362 0.057
H 3.088 -0.583 -4.888 0.076
H 2.118 2.211 -2.894 0.058
H 0.498 2.972 -2.997 0.059
H 1.454 2.687 -4.488 0.070
H -2.856 1.250 -3.399 0.047
H -2.134 1.981 -4.870 0.070
H -1.652 2.556 -3.240 0.061
O -0.521 1.454 -0.879 -0.488
H 0.322 1.747 -0.404 -0.020
C 2.451 0.633 3.392 -0.123
C 2.009 0.415 1.952 -0.588
C 2.345 1.650 1.126 -0.108
C 2.732 -0.777 1.320 -0.105
P -0.021 0.058 1.982 0.916
N -0.320 -0.578 0.638 -0.478
C -0.507 -1.498 3.147 -0.601
C -0.624 -1.055 4.598 -0.129
C -1.818 -2.091 2.637 -0.088
C 0.575 -2.560 3.039 -0.112
C -1.223 1.693 2.421 -0.576
C -0.729 2.276 3.740 -0.130
C -1.222 2.813 1.398 -0.122
C -2.651 1.176 2.538 -0.102
H 3.533 0.814 3.378 0.068
H 2.279 -0.237 4.030 0.055
H 1.987 1.511 3.852 0.057
H 3.420 1.837 1.248 0.075
H 2.200 1.496 0.049 0.065
H 1.825 2.553 1.461 0.065
H 2.654 -1.702 1.881 0.050
H 2.371 -0.966 0.298 0.044
H 3.792 -0.520 1.268 0.073
H -1.470 -0.388 4.785 0.054
H -0.810 -1.957 5.191 0.070
H 0.291 -0.600 4.998 0.060
H -1.711 -2.454 1.604 0.082
H -2.050 -2.937 3.275 0.075
H -2.663 -1.413 2.663 0.054
H 0.731 -2.870 1.999 0.071
H 1.514 -2.268 3.501 0.053
H 0.219 -3.433 3.585 0.075
H 0.248 2.758 3.622 0.060
H -1.440 3.058 4.024 0.068
H -0.684 1.567 4.565 0.049
H -1.748 2.552 0.474 0.071
H -1.780 3.648 1.839 0.073
H -0.229 3.199 1.165 0.058
H -2.980 0.687 1.607 0.085
H -2.811 0.517 3.386 0.051
H -3.295 2.043 2.696 0.074
```

Summary:
Gap between HOMO and LUMO ... 5.44 eV
Charge ... -2
LUMO ... 4.4 eV

---

Record 8
C9H36O9 as an isolated structure at a distorted geometry. Source: the Open Molecules 2025 dataset; level of theory: wB97M-V/def2-TZVPD.

```
54
Properties=species:S:1:pos:R:3:lowdin_charge:R:1
C 20.485 -9.333 -7.811 -0.067
O 20.605 -8.468 -8.949 -0.215
H 20.968 -10.294 -7.989 0.080
H 21.031 -8.844 -7.004 0.068
H 19.444 -9.584 -7.608 0.109
H 20.279 -7.587 -8.752 -0.242
C 23.114 -7.302 -8.358 -0.086
C 23.189 -6.451 -9.624 -0.223
O 24.095 -7.109 -10.585 -0.107
H 24.010 -7.313 -7.737 0.095
H 22.658 -8.279 -8.519 0.076
H 22.357 -6.788 -7.766 0.011
H 23.611 -5.449 -9.548 0.109
H 22.270 -6.353 -10.202 0.085
H 25.004 -6.822 -10.471 0.064
C 19.147 -9.038 -5.115 -0.152
C 19.617 -10.156 -4.237 -0.288
O 20.951 -9.879 -3.902 -0.105
H 19.173 -8.049 -4.657 0.052
H 18.080 -9.137 -5.317 0.086
H 19.699 -8.957 -6.051 0.009
H 19.497 -11.065 -4.827 0.102
H 19.004 -10.233 -3.339 0.107
H 21.490 -10.063 -4.675 -0.284
C 21.122 -7.071 -4.951 -0.046
C 21.541 -6.319 -6.208 -0.261
O 22.974 -6.354 -6.339 -0.144
H 21.683 -8.002 -4.875 0.062
H 20.073 -7.337 -5.079 0.015
H 21.178 -6.495 -4.027 0.102
H 21.147 -5.303 -6.198 0.131
H 21.168 -6.757 -7.133 0.064
H 23.305 -5.526 -5.984 0.111
C 18.282 -5.788 -10.171 -0.028
C 19.443 -6.768 -9.845 -0.143
O 19.568 -6.889 -8.437 0.006
H 18.525 -4.756 -9.920 0.079
H 17.341 -6.017 -9.670 0.076
H 18.024 -5.753 -11.229 0.083
H 20.363 -6.308 -10.205 0.124
H 19.325 -7.717 -10.370 0.159
H 19.768 -6.014 -8.097 0.166
O 22.367 -11.657 -6.938 0.034
H 21.514 -12.003 -7.199 0.089
H 22.939 -11.841 -7.683 0.102
O 21.950 -9.887 -5.573 0.081
H 22.601 -9.189 -5.504 0.122
H 22.289 -10.464 -6.257 -0.022
O 21.824 -9.486 -10.749 -0.059
H 21.444 -10.336 -10.971 0.019
H 21.236 -9.126 -10.086 -0.080
O 18.220 -7.089 -6.848 -0.021
H 18.845 -7.228 -7.560 -0.155
H 17.376 -6.980 -7.286 0.049
```

Summary:
Gap between HOMO and LUMO ... 8.14 eV
Charge ... 0
LUMO ... 0.2 eV